DFT (ωB97M-V/def2-TZVPD) results for a structure of composition C19H23CuI2N6OS4Sb.

* max |F|: 0.019 hartree/bohr
* HOMO level (alpha / beta): -1.7 / -1.7 eV
* HOMO-LUMO gap (alpha / beta): 4.98 / 4.97 eV
* lowest unoccupied orbital energy (alpha / beta): 3.3 / 3.3 eV
* energy above the lowest of the compared OMol25 structures with the same formula, charge and spin: 0.0 kJ/mol
* electronic energy: -141788.4394 eV
* <S²>: 0.75
* total charge: -2
* multiplicity: 2

```
57
Properties=species:S:1:pos:R:3:forces:R:3
Cu -0.514403 0.785814 -0.714076 -0.1129 0.2843 0.0849
I 5.563529 1.119739 4.087433 -0.0231 0.0160 -0.0185
C 4.132136 0.997083 2.558849 0.0788 -0.0100 -0.0061
C 4.524200 1.136224 1.233623 -0.1936 -0.0047 0.0196
C 3.560810 1.030806 0.250527 0.0448 -0.0266 -0.0514
I 4.110626 1.231879 -1.755944 -0.0114 -0.0131 0.0570
C 2.180629 0.757767 0.500973 -0.0120 -0.0145 -0.2182
O 1.376618 0.596327 -0.480942 0.8672 -0.2004 0.3867
C 1.831556 0.659903 1.884814 0.0175 -0.0143 0.1476
C 0.403900 0.399316 2.307243 0.0364 0.0766 -0.1543
N -0.533368 1.306567 1.657052 0.2226 -0.0303 -0.0805
C -0.386613 2.707600 2.019157 0.0124 -0.0352 -0.1526
C -0.648516 3.653759 0.861273 0.0512 -0.2593 0.0700
C -1.063999 4.954643 1.078367 -0.0579 0.1154 0.0297
C -1.230348 5.790752 -0.019920 0.0044 -0.0053 0.0829
C -0.982124 5.292297 -1.281414 0.0346 -0.0666 -0.0943
C -0.569427 3.968925 -1.403259 -0.0464 0.0059 0.0143
N -0.400477 3.172711 -0.352658 0.0705 0.2902 -0.1027
C 2.801606 0.772470 2.872492 -0.0765 0.0333 -0.0908
H 5.554876 1.329300 0.969469 -0.0112 -0.0132 0.0079
H 0.359649 0.460365 3.403949 -0.0188 -0.0250 0.0773
H 0.109552 -0.615216 2.030061 -0.0276 -0.0304 -0.0485
H -1.493250 0.998504 1.736001 -0.0274 -0.0129 -0.0117
H 0.650244 2.861584 2.329675 0.0324 -0.0086 0.0385
H -1.022955 2.984096 2.866592 -0.0221 0.0363 0.0704
H -1.267082 5.302588 2.085903 0.0012 -0.0219 -0.0369
H -1.571980 6.810827 0.114916 -0.0012 -0.0129 0.0013
H -1.143443 5.884759 -2.171485 -0.0028 -0.0205 0.0111
H -0.395556 3.512995 -2.372115 -0.0205 0.0125 0.0208
H 2.498738 0.680689 3.910183 0.0081 0.0099 -0.0170
S -3.424922 3.281419 -3.314888 -0.0038 -0.0682 0.0175
Sb -2.860082 1.115770 -2.811405 0.0226 -0.0803 -0.3548
S -0.509236 0.752464 -3.062715 -0.2667 0.1458 0.1057
S -2.723656 0.765577 -0.458252 -0.6664 -0.0015 0.0749
S -4.118514 -0.556450 -3.744856 0.0365 0.0220 0.0120
C -1.533127 -2.476967 0.215851 0.0530 -0.0960 -0.0530
N -1.527118 -3.953564 0.287315 0.0231 0.0779 -0.0385
C -0.153120 -4.379362 0.567006 -0.0265 0.1002 -0.0971
N 0.809586 -3.925603 -0.441705 -0.0611 0.0542 -0.0387
C 0.742200 -2.449164 -0.492254 -0.0942 -0.1066 -0.0432
N -0.604276 -1.968008 -0.789775 0.0968 -0.2757 0.1562
C -1.012828 -2.508929 -2.095533 0.0100 -0.0492 0.0676
N -0.990212 -3.989330 -2.091337 0.0129 0.0275 0.0583
C -1.898535 -4.455417 -1.044570 0.0790 0.0892 0.0293
C 0.357979 -4.433398 -1.745642 -0.0586 0.0801 0.0875
H -1.257636 -2.086450 1.198675 0.0184 0.0162 0.0340
H -2.532426 -2.119863 -0.028095 -0.0349 0.0107 -0.0046
H -0.122113 -5.471172 0.619584 -0.0079 -0.0432 -0.0159
H 0.145347 -3.972916 1.536149 0.0150 -0.0040 0.0511
H 1.418651 -2.081469 -1.263863 0.0412 0.0232 -0.0013
H 1.074401 -2.052987 0.469936 -0.0114 0.0181 0.0267
H -0.332446 -2.135008 -2.857476 0.0020 0.0255 -0.0317
H -2.018460 -2.157950 -2.335694 0.0104 0.0256 -0.0256
H -1.881985 -5.548934 -1.018967 -0.0142 -0.0446 -0.0136
H -2.907995 -4.115767 -1.279287 -0.0168 0.0108 0.0013
H 1.053850 -4.094784 -2.515103 0.0115 0.0318 -0.0093
H 0.371540 -5.526817 -1.709828 0.0134 -0.0443 -0.0316
```
Positions in Å, forces in eV/Å.


DFT (ωB97M-V/def2-TZVPD) results for a cluster of 7 separate species, H14O7 in total.

* max |F|: 0.018 hartree/bohr
* HOMO level: -10.7 eV
* HOMO-LUMO gap: 10.70 eV
* lowest unoccupied orbital energy: 0.0 eV
* energy above the lowest of the compared OMol25 structures with the same formula, charge and spin: 227.1 kJ/mol
* electronic energy: -14559.1073 eV
* SMILES: O.O.O.O.O.O.O
* multiplicity: 1

```
21
Properties=species:S:1:pos:R:3:forces:R:3
O -0.620775 0.290072 -0.577019 0.1403 -0.5364 -0.4028
H -0.336043 1.209769 -0.622581 -0.0275 -0.1945 0.0688
H -1.436066 0.322133 -0.063927 0.2567 -0.0772 -0.1932
O -0.517193 -0.114034 2.327262 -0.1068 0.2323 0.2790
H -0.490660 0.207122 1.418887 0.3524 -0.1130 0.1553
H -0.657348 0.681397 2.853223 -0.0440 -0.1176 -0.0275
O -2.108681 1.958314 0.546085 -0.4543 0.7982 0.0766
H -2.539964 1.716305 -0.281210 -0.3147 0.2139 -0.0344
H -2.213364 2.915258 0.593940 -0.0764 -0.0470 0.1595
O 0.314671 -2.248499 0.445164 -0.0573 -0.3768 -0.2313
H -0.224089 -1.621541 -0.050467 0.2435 0.1656 -0.0122
H 0.256992 -3.063186 -0.066645 0.0694 0.0295 0.1083
O 4.474263 -1.525440 -0.393502 -0.0040 0.0563 -0.1785
H 3.520773 -1.421324 -0.488411 0.0070 -0.0136 0.1289
H 4.837871 -0.723122 -0.784738 -0.0635 -0.0032 0.1170
O 3.741644 1.973623 -0.765159 -0.1214 0.1442 -0.1229
H 3.601844 2.344982 -1.643531 0.0582 -0.0660 0.0400
H 3.363177 2.630449 -0.169900 0.0893 -0.1242 0.0434
O -4.946119 -0.699503 -1.398660 -0.0187 -0.0811 0.1246
H -5.876402 -0.818389 -1.176329 0.0709 0.0615 -0.0428
H -4.509195 -1.456116 -0.991690 0.0010 0.0493 -0.0557
```
Positions in Å, forces in eV/Å.


DFT (ωB97M-V/def2-TZVPD) results for a structure of composition C35H57N2O4SSbV at a distorted geometry.

* max |F|: 0.042 hartree/bohr
* HOMO level (alpha / beta): -3.7 / -4.0 eV
* HOMO-LUMO gap (alpha / beta): 6.35 / 6.60 eV
* lowest unoccupied orbital energy (alpha / beta): 2.6 / 2.6 eV
* energy above the lowest of the compared OMol25 structures with the same formula, charge and spin: 141.5 kJ/mol
* electronic energy: -91451.2021 eV
* <S²>: 2.04
* total charge: -1
* multiplicity: 3

```
101
Properties=species:S:1:pos:R:3:forces:R:3
V -1.010657 1.226965 -0.486855 0.5879 0.1824 0.1684
C 0.104597 -2.716178 -2.764122 0.0793 -0.0345 -0.1194
C -0.216110 -2.006795 -4.083712 -0.2310 0.0873 0.2210
C -1.718743 -2.102345 -4.396926 0.0844 -0.1400 -0.0829
C 0.407682 -0.613030 -4.118153 0.1050 -0.0234 0.2576
C 1.116978 -0.276098 -5.270703 0.0288 0.0296 -0.1789
C 1.914984 0.843981 -5.333951 0.0621 -0.0153 -0.0026
C 2.136104 1.586454 -4.179326 0.0351 0.0792 -0.1291
C 1.476826 1.264859 -3.009473 -0.3529 -0.4956 0.2271
C 2.627909 2.952633 -1.676508 0.2263 -0.0860 -0.0462
C 4.081761 2.500792 -1.814636 -0.1971 -0.1605 0.0704
C 2.279539 4.186582 -2.535389 -0.2915 -0.2218 0.0432
C 0.465945 0.248661 -2.998987 0.2218 0.1378 -0.4835
N -0.430717 0.172202 -1.942795 1.2469 -0.7905 -1.0451
C -1.763292 0.030948 -2.234376 -0.2528 0.0359 -0.2553
C -2.673055 -0.038933 -1.213995 -0.4574 -0.4940 -0.3815
N -2.275451 -0.055936 0.101338 -0.6601 -0.9658 1.1108
C -3.234231 -0.394587 1.058375 -0.4692 -0.0251 0.2272
C -4.141910 -1.470973 0.858085 0.1221 -0.0204 0.0736
C -5.214269 -1.613123 1.735824 -0.0938 0.0090 -0.0112
C -5.420736 -0.767156 2.805102 -0.0088 -0.0089 0.0442
C -4.462650 0.194487 3.073677 -0.1143 -0.1131 -0.0304
C -3.357231 0.364862 2.256387 0.1829 -0.0778 -0.2905
C -2.307833 1.362221 2.710544 -0.1795 0.0840 0.0467
C -2.826390 2.800527 2.658725 0.1024 -0.0550 -0.1613
C -1.839663 1.009495 4.128513 0.1014 -0.0245 -0.1692
C -4.041835 -2.592945 -0.180816 0.1299 0.1388 -0.1757
C -4.830034 -2.326312 -1.481452 0.0205 -0.0774 0.0694
C -2.619884 -3.063628 -0.487586 -0.1294 0.0061 0.1271
H -0.265446 -3.743785 -2.780595 -0.0104 -0.0186 0.0030
H -0.352572 -2.194762 -1.925873 0.0999 -0.0704 -0.0424
H 1.182257 -2.733286 -2.591095 0.0312 -0.0409 -0.0135
H 0.294771 -2.556353 -4.880605 0.0268 0.0640 0.0121
H -2.321466 -1.942905 -3.503932 0.0107 -0.0333 -0.0972
H -1.946876 -3.100128 -4.779961 -0.0295 -0.0216 0.0228
H -2.013751 -1.375856 -5.155674 -0.0223 0.0018 -0.0110
H 1.044948 -0.924963 -6.136914 -0.0305 -0.0338 0.0135
H 2.412458 1.119198 -6.254701 0.0357 -0.0215 -0.0037
H 2.808752 2.430290 -4.218257 0.0106 -0.0604 0.0231
H 2.479381 3.245638 -0.635434 -0.0796 0.0538 -0.0076
H 4.357534 2.273835 -2.842446 0.0291 0.0234 -0.0073
H 4.234660 1.597665 -1.221315 0.0619 0.1130 0.0245
H 4.737145 3.288463 -1.441561 0.0154 0.0134 0.0150
H 3.130964 4.484039 -3.152049 -0.0413 -0.0680 -0.0254
H 1.238175 5.073203 -1.168546 -0.1155 0.0657 -0.0705
H 1.437024 3.939018 -3.191728 0.0716 0.0375 0.0249
H -2.101246 0.189333 -3.255284 -0.0757 0.1829 0.1215
H -3.733968 0.026445 -1.432011 0.0593 0.2103 -0.0750
H -5.911105 -2.427907 1.567341 0.0036 -0.0150 -0.0244
H -6.287686 -0.887536 3.442425 0.0035 0.0161 0.0218
H -4.588956 0.837668 3.936369 0.0777 -0.0133 0.0206
H -1.448264 1.294611 2.038811 0.0438 -0.0049 0.0667
H -3.713197 2.917370 3.286943 0.0179 -0.0207 0.0500
H -3.082934 3.073536 1.636106 -0.0203 0.0786 -0.0271
H -2.054654 3.490384 3.008777 -0.0161 0.0208 0.0058
H -2.623209 1.208942 4.861535 -0.0113 -0.0078 0.0074
H -0.970154 1.609691 4.401031 0.0316 0.0304 0.0234
H -1.573456 -0.046556 4.196859 0.0477 -0.0103 0.0671
H -4.538019 -3.438189 0.304796 -0.0181 0.0522 0.0257
H -4.179798 -1.939358 -2.265832 -0.0554 0.0340 0.0079
H -5.631586 -1.607356 -1.309107 -0.0391 -0.0185 -0.0382
H -5.279790 -3.249727 -1.853721 0.0364 -0.0222 -0.0192
H -2.076062 -2.322559 -1.064357 -0.0264 -0.0734 0.0650
H -2.650863 -3.989937 -1.067231 -0.0069 -0.0170 -0.0063
H -2.069566 -3.250184 0.435943 0.0051 -0.0371 -0.0114
C 4.148039 -2.256598 2.219902 -0.1102 0.0264 -0.0597
C 3.697506 -1.607547 0.918782 -0.4135 0.2609 -0.1920
C 4.847673 -0.866896 0.241552 -0.1608 -0.0127 -0.0151
Sb 1.901462 -0.233648 0.888220 0.5761 -0.3872 0.8847
C 0.677612 -1.302648 2.403718 0.2591 0.2681 -0.1597
C 1.161577 -1.228012 3.846106 -0.1205 0.0096 -0.0785
C 0.475548 -2.743143 1.947675 0.0257 0.1519 -0.1380
C 2.784161 1.435596 2.087303 -0.2145 -0.3287 -0.0951
C 3.723166 1.103606 3.241097 0.0800 0.0327 -0.1937
C 1.664291 2.355160 2.563964 -0.0465 -0.0727 -0.1449
H 5.033182 -2.878874 2.040128 0.0192 0.0002 -0.0045
H 3.373241 -2.902720 2.629245 0.0399 -0.0033 0.0908
H 4.413858 -1.517159 2.974100 0.0008 -0.0625 0.0461
H 3.369406 -2.403709 0.241707 -0.0248 0.0247 -0.0053
H 5.222661 -0.060970 0.876828 0.0337 0.0387 -0.0479
H 4.524660 -0.430234 -0.706773 0.0961 -0.0357 0.0050
H 5.683273 -1.544379 0.034814 0.0248 0.0129 0.0078
H -0.286951 -0.793979 2.323482 -0.0232 0.0219 0.0047
H 2.186004 -1.584144 3.948124 0.0084 0.0136 0.0578
H 0.529554 -1.854840 4.486861 -0.0216 0.0222 0.0242
H 1.106665 -0.207736 4.225196 0.0475 -0.0111 0.0596
H 1.405904 -3.313138 1.982440 -0.0011 -0.0371 -0.0178
H 0.094890 -2.773698 0.924174 -0.0033 -0.0844 0.0016
H -0.248132 -3.245788 2.597544 -0.0259 -0.0297 -0.0291
H 3.362974 1.966931 1.325182 -0.0003 -0.0090 -0.0808
H 3.218464 0.547544 4.029910 0.0196 -0.0263 0.0067
H 4.095051 2.036444 3.681122 0.0091 -0.0034 0.0381
H 4.588546 0.530713 2.909374 0.0191 0.0122 0.0762
H 1.136763 1.907844 3.408467 -0.0484 -0.0159 0.0404
H 0.934131 2.553322 1.779579 -0.0427 0.1148 0.0139
H 2.069433 3.315365 2.901287 -0.0003 -0.0025 0.0301
O 1.711172 1.856013 -1.805383 -0.2921 0.3957 -0.2175
S -1.418966 3.324667 -1.073490 -0.5053 0.9452 -1.2658
O 1.973624 5.317917 -1.746039 0.0097 0.0475 0.2454
O -0.488056 2.880593 0.141970 1.0211 1.0594 1.6054
O -2.843461 3.542533 -0.653686 -0.2545 0.3133 0.2410
```
Positions in Å, forces in eV/Å.